{
  "formula": "C9H96BFNO47P2",
  "method": "ωB97M-V with the def2-TZVPD basis set",
  "species": ["C", "C", "C", "O", "B", "C", "C", "O", "F", "C", "P", "O", "O", "O", "O", "C", "C", "O", "C", "P", "N", "H", "H", "H", "H", "H", "H", "H", "H", "H", "H", "H", "H", "H", "H", "H", "H", "O", "H", "H", "O", "H", "H", "O", "H", "H", "O", "H", "H", "O", "H", "H", "O", "H", "H", "O", "H", "H", "O", "H", "H", "O", "H", "H", "O", "H", "H", "O", "H", "H", "O", "H", "H", "O", "H", "H", "O", "H", "H", "O", "H", "H", "O", "H", "H", "O", "H", "H", "O", "H", "H", "O", "H", "H", "O", "H", "H", "O", "H", "H", "O", "H", "H", "O", "H", "H", "O", "H", "H", "O", "H", "H", "O", "H", "H", "O", "H", "H", "O", "H", "H", "O", "H", "H", "O", "H", "H", "O", "H", "H", "O", "H", "H", "O", "H", "H", "O", "H", "H", "O", "H", "H", "O", "H", "H", "O", "H", "H", "O", "H", "H", "O", "H", "H", "O", "H", "H"],
  "xyz": [[0.224443, 4.774166, 0.206947], [-0.275192, 3.753333, 0.600576], [-0.950382, 2.440103, 0.711012], [-2.328859, 2.466036, 0.481923], [-2.537436, 2.321896, -0.985118], [-2.607668, 3.864872, -1.694228], [-2.950694, 4.960957, -0.767549], [-2.396681, 6.029188, -0.738971], [-3.999893, 4.795041, 0.083849], [-3.950905, 1.594636, -1.400345], [-4.138037, -0.123948, -0.951130], [-2.955085, -0.971757, -1.140403], [-4.722008, -0.170416, 0.556786], [-5.336727, -0.718884, -1.863030], [-1.349432, 1.583145, -1.399735], [-0.417804, 1.427716, -0.347865], [-0.333052, 0.006947, 0.224921], [-1.367710, -0.330842, 1.117799], [-1.033114, -0.221673, 2.493838], [1.215264, 1.736360, -1.150992], [2.407598, 2.211828, -0.214618], [0.631079, 5.753977, 0.138670], [-0.803408, 2.164353, 1.756249], [-1.632246, 4.090415, -2.113413], [-3.369721, 3.880821, -2.479325], [-4.034877, 1.643329, -2.488330], [-4.797268, 2.170985, -1.011576], [-4.343053, 0.575518, 1.054057], [-4.838825, -1.062907, -2.633141], [0.656129, -0.085568, 0.694892], [-0.382636, -0.692544, -0.615270], [-0.086470, 0.297596, 2.670194], [-1.815210, 0.377073, 2.974244], [-1.047676, -1.188511, 2.996906], [0.987164, 2.635127, -2.210153], [1.537513, 0.491549, -1.724730], [3.140375, 1.508052, -0.220608], [-3.490302, -0.791112, -4.082441], [-2.807504, -0.127301, -3.933045], [-3.695208, -0.735566, -5.029131], [-7.351513, -1.588716, 0.261557], [-6.634909, -1.001376, 0.542856], [-7.401295, -1.440985, -0.690293], [3.384284, -0.960989, -2.183993], [4.297894, -1.139136, -2.449481], [2.943384, -1.816228, -2.216748], [-2.712738, -0.557677, -6.758576], [-3.149852, -0.954679, -7.519499], [-1.789073, -0.501021, -7.031062], [-1.167004, -3.305268, 3.529297], [-1.558505, -4.002658, 4.064165], [-1.160766, -3.667849, 2.636753], [3.844973, -1.226923, 0.908299], [3.092892, -1.723184, 1.242791], [3.715857, -1.216097, -0.052259], [2.320705, -3.368417, -0.686694], [1.590351, -3.247422, -1.305091], [2.057667, -4.133770, -0.164495], [1.031416, 3.203675, 3.261957], [0.654769, 4.077480, 3.403774], [1.808126, 3.363172, 2.702928], [5.519649, 1.308374, 1.355057], [6.419591, 1.072620, 1.101787], [5.043023, 0.468978, 1.299102], [-6.168178, -2.693548, -4.932917], [-6.165789, -3.333071, -4.212613], [-5.410988, -2.127026, -4.743503], [-4.396488, -2.209101, 2.732601], [-4.647694, -1.630818, 2.006252], [-4.457271, -3.076609, 2.317625], [3.235961, 4.638963, 2.154424], [3.403701, 5.172910, 2.938193], [4.105033, 4.446152, 1.789279], [5.337234, -0.243907, 4.183811], [5.574696, 0.613624, 3.809392], [5.188273, -0.796965, 3.409400], [-6.754702, -3.684799, 2.097053], [-6.891690, -3.053817, 1.374648], [-6.818546, -4.548315, 1.674988], [-1.955902, 0.624698, -9.174719], [-1.732419, 1.497100, -9.523341], [-2.639530, 0.795693, -8.516506], [-6.775421, -3.256413, 5.284404], [-6.023331, -2.742055, 5.593581], [-6.789094, -3.095056, 4.332959], [5.931659, -0.439854, 7.271335], [6.631198, 0.210664, 7.416050], [5.717495, -0.330861, 6.337172], [-0.171595, 6.251758, -2.574422], [0.085643, 7.176551, -2.519651], [-0.931016, 6.181844, -1.974684], [8.276941, 1.841799, 1.400873], [8.000627, 2.767337, 1.407625], [9.101234, 1.842419, 0.898162], [-5.201926, 5.928162, -2.584960], [-5.919057, 6.566909, -2.532831], [-5.054406, 5.672015, -1.669078], [7.989689, 1.061953, -1.531684], [7.340192, 1.763335, -1.409635], [8.112963, 0.694759, -0.652449], [-0.693283, -2.187351, -8.263865], [-1.143699, -1.675567, -8.951085], [-0.679313, -3.088544, -8.603673], [0.154300, 2.643211, -10.004454], [0.284157, 3.362665, -9.377620], [1.038932, 2.436466, -10.321181], [4.225975, 0.624582, 9.292681], [4.681699, 0.304436, 8.493897], [3.450457, 0.060201, 9.369137], [6.044476, -1.787179, -3.200534], [5.717747, -2.122705, -4.044000], [6.990641, -1.677596, -3.327617], [9.672034, 2.585732, 4.143664], [9.330551, 2.320678, 3.280339], [10.630291, 2.572179, 4.041591], [-4.421114, -3.549745, -0.028294], [-4.256498, -2.676955, -0.417713], [-4.538907, -4.127395, -0.787999], [-5.675437, -4.419446, -7.306416], [-5.672094, -3.675136, -6.687337], [-6.579319, -4.744559, -7.270889], [-8.690500, -5.471470, 0.068202], [-8.605344, -4.510968, 0.072755], [-9.599333, -5.625816, 0.343456], [2.216981, -1.183925, -8.892243], [2.274149, -0.447587, -8.276145], [1.318672, -1.519177, -8.773733], [3.861079, 3.046648, 10.903607], [3.458952, 3.578317, 10.211234], [3.884102, 2.154639, 10.525442], [-0.615697, -0.986113, 5.678459], [-0.792351, -1.743038, 5.104272], [-0.227708, -0.333259, 5.086769], [8.794969, 0.424334, 6.074132], [8.503122, -0.351297, 5.583740], [9.105542, 1.038297, 5.395251], [12.178748, 2.148165, 5.787709], [11.536639, 2.858645, 5.897379], [12.272329, 1.786523, 6.674675], [0.387233, -5.712117, 2.544777], [0.376998, -6.421522, 3.194673], [1.055001, -5.098778, 2.869587], [6.560014, -4.303910, -4.616097], [6.506365, -5.007109, -3.957962], [7.315753, -3.781266, -4.336218], [-10.256820, -0.774741, 1.039134], [-10.227217, -0.146430, 1.766209], [-9.330959, -1.005402, 0.883515], [-2.223246, 6.272951, 2.285847], [-2.905523, 5.718912, 2.676233], [-2.339956, 6.149128, 1.330833], [-9.820821, -2.693162, 6.184779], [-8.920443, -2.999387, 6.012447], [-10.364606, -3.477817, 6.073715], [7.035768, -6.973783, -5.016522], [6.709394, -6.397452, -5.716798], [7.076233, -7.851344, -5.408352]],
  "atomic_forces_ev_per_a": [[-0.041, 0.141, 0.859], [-0.426, -0.034, -1.262], [0.644, 0.228, 0.966], [-0.557, 0.097, -0.191], [-0.114, 0.671, 0.519], [-0.360, -0.662, 0.566], [1.251, 0.534, -0.995], [-0.492, -0.115, 0.658], [-0.119, -0.258, -0.305], [-0.090, -0.369, 0.507], [1.057, 0.887, -0.750], [-0.080, -0.497, -0.010], [-0.557, 0.262, -0.222], [-0.263, -0.186, 0.530], [0.202, -0.562, -0.652], [-0.597, 0.273, -0.318], [-0.101, -0.092, -0.315], [0.472, -0.033, 0.262], [-0.585, 0.403, 0.294], [1.388, 0.653, 1.207], [-0.166, -0.336, -0.245], [0.130, -0.088, -0.271], [0.218, -0.473, -0.206], [-0.036, 0.244, -0.162], [0.052, 0.003, -0.083], [-0.001, -0.161, -0.051], [-0.023, -0.029, 0.013], [0.099, -0.127, 0.044], [-0.136, 0.180, -0.055], [-0.043, -0.082, 0.147], [-0.081, 0.035, -0.005], [0.084, -0.079, -0.135], [0.066, 0.025, 0.034], [0.112, -0.036, -0.352], [-0.516, -0.229, -0.011], [-0.528, 0.082, -0.394], [0.034, 0.087, 0.142], [-0.695, -0.243, -0.225], [0.043, -0.102, 0.197], [0.573, 0.182, 0.179], [-0.320, 0.182, 0.017], [0.098, 0.025, -0.001], [0.185, -0.051, -0.039], [0.068, -0.027, 0.135], [0.094, 0.004, -0.012], [0.175, 0.001, 0.036], [-0.350, 0.222, -0.252], [0.032, -0.214, 0.099], [0.061, -0.179, 0.174], [0.144, -0.165, 0.259], [-0.063, 0.008, -0.050], [-0.063, 0.068, -0.022], [0.318, 0.095, 0.087], [-0.061, 0.072, -0.048], [-0.083, 0.039, -0.092], [-0.133, -0.046, -0.120], [-0.139, -0.020, 0.166], [0.026, -0.029, -0.013], [0.066, -0.193, 0.335], [-0.060, -0.021, -0.175], [-0.144, 0.033, -0.143], [0.273, -0.224, 0.066], [-0.004, 0.107, 0.133], [-0.503, 0.007, -0.104], [0.152, 0.031, -0.045], [-0.030, -0.025, -0.025], [-0.015, 0.042, 0.092], [0.092, 0.046, 0.170], [0.186, 0.164, -0.030], [-0.133, -0.077, 0.048], [0.130, 0.272, 0.121], [0.009, -0.035, 0.005], [-0.118, -0.219, -0.138], [0.262, 0.041, 0.110], [-0.148, 0.015, -0.104], [-0.109, -0.017, 0.039], [-0.286, -0.264, 0.076], [0.077, 0.024, 0.003], [-0.015, -0.016, 0.082], [-0.229, 0.057, -0.017], [0.363, -0.155, -0.118], [0.056, 0.045, 0.045], [-0.171, 0.069, 0.148], [0.000, 0.003, -0.021], [0.072, -0.155, -0.294], [0.028, 0.283, 0.123], [0.155, -0.137, -0.037], [-0.160, -0.115, -0.314], [0.069, 0.165, -0.132], [0.001, -0.022, -0.025], [-0.054, -0.050, 0.074], [0.522, 0.170, 0.155], [-0.194, -0.055, -0.046], [-0.035, 0.040, -0.047], [-0.160, 0.018, -0.033], [0.017, 0.018, -0.047], [-0.042, 0.000, 0.060], [0.183, 0.051, -0.096], [-0.101, -0.101, -0.029], [-0.180, -0.053, 0.012], [0.080, 0.112, -0.372], [0.087, 0.118, 0.009], [-0.034, -0.036, 0.126], [-0.030, 0.165, 0.052], [-0.021, -0.013, -0.001], [-0.045, -0.118, -0.025], [-0.255, -0.068, 0.061], [0.135, -0.046, 0.039], [0.019, -0.005, -0.027], [-0.128, 0.055, -0.089], [0.028, -0.174, 0.059], [-0.014, 0.289, 0.138], [0.075, 0.002, -0.090], [-0.180, -0.079, -0.015], [0.028, -0.181, 0.031], [-0.185, -0.005, -0.120], [0.431, -0.112, 0.050], [0.035, -0.013, 0.032], [0.066, 0.069, -0.092], [-0.115, -0.122, 0.141], [0.004, 0.011, -0.010], [0.016, 0.091, -0.073], [0.000, -0.004, 0.048], [0.023, -0.017, 0.046], [-0.006, 0.050, -0.051], [0.011, -0.030, 0.017], [-0.087, -0.022, 0.107], [-0.123, -0.021, 0.088], [0.010, -0.008, -0.001], [0.231, 0.077, -0.154], [0.066, -0.139, 0.001], [-0.033, 0.084, -0.048], [-0.010, 0.044, 0.056], [-0.062, -0.105, -0.019], [-0.050, -0.007, 0.085], [0.041, 0.207, -0.012], [-0.026, 0.230, -0.029], [0.012, -0.028, 0.137], [-0.025, -0.121, -0.057], [0.146, -0.082, -0.096], [-0.023, -0.011, -0.029], [-0.110, 0.074, 0.084], [-0.056, 0.071, -0.097], [-0.031, -0.046, -0.050], [0.075, -0.080, -0.014], [0.029, 0.027, -0.046], [-0.024, -0.039, 0.028], [0.109, -0.051, 0.000], [-0.144, 0.056, -0.042], [0.043, -0.047, -0.009], [0.173, 0.116, 0.153], [-0.038, -0.107, 0.047], [0.229, 0.110, -0.091], [-0.007, 0.023, -0.013], [-0.011, -0.194, -0.099], [0.070, 0.111, 0.073], [-0.022, -0.006, 0.060]],
  "charge": -1,
  "multiplicity": 1,
  "lumo_ev": 1.0,
  "homo_lumo_gap_ev": 6.51,
  "homo_energy_ev": -5.539
}